[1]
Entry from the Open Molecules 2025 dataset: a structure of composition C11H16Br12FN2OS (ωB97M-V/def2-TZVPD).

Properties
**Net charge**: +1
**Energy**: -870746.546 eV
**Spin multiplicity**: 1
**Gap between HOMO and LUMO**: 0.2884 Ha

Structure (XYZ):
```
44
Properties=species:S:1:pos:R:3:forces:R:3
C -2.270 1.809 2.953 -0.2246 0.2081 -0.0820
C -2.348 0.677 1.943 0.4870 0.9042 0.3684
F -3.524 -0.007 2.158 0.0073 -0.2298 -0.0732
C -2.306 1.252 0.500 -0.2919 0.0771 0.3103
C -0.851 1.301 -0.013 -0.1850 0.1866 0.9133
N -0.523 0.311 -1.087 0.2120 -0.0742 -0.2574
N -0.340 0.922 -2.397 -0.6739 0.0149 0.3254
C -1.329 1.542 -2.820 0.3060 0.2552 0.0869
S -2.460 2.422 -3.370 0.0547 -0.1996 -0.1015
C -1.407 -0.909 -1.159 -0.4574 -0.4516 -0.3056
C -2.833 -0.724 -0.601 -0.2818 -0.4076 -0.1160
O -3.202 0.619 -0.378 0.6810 -0.0388 -0.3124
H -1.371 2.418 2.817 0.0895 -0.1679 0.0175
H -2.276 1.397 3.958 0.0613 0.1374 -0.0401
H -3.122 2.482 2.841 -0.0516 -0.1114 -0.0562
H -1.483 0.033 2.144 -0.3299 -0.5092 -0.1851
H -2.638 2.288 0.574 -0.1783 -0.0469 -0.1604
H -0.189 1.078 0.826 0.1210 -0.0676 -0.1171
H -0.591 2.306 -0.332 0.0928 -0.1780 -0.4452
H 0.414 -0.042 -0.869 0.1833 0.1461 -0.0741
H -0.905 -1.746 -0.676 0.1705 0.2457 0.2488
H -1.466 -1.171 -2.213 0.1756 0.1736 -0.0151
H -3.523 -1.120 -1.344 -0.0424 0.1301 -0.0086
H -2.979 -1.335 0.293 0.1494 0.1942 0.1397
C 3.957 0.554 -0.266 -0.0450 0.2996 -0.2877
Br 3.902 0.081 -2.130 -0.0382 0.0019 0.1416
Br 4.057 2.453 -0.008 -0.0537 -0.0915 -0.0078
Br 2.455 -0.210 0.690 -0.0585 -0.1356 0.1039
H 4.850 0.118 0.157 0.0169 -0.0951 0.0890
C -2.607 -1.963 4.971 -0.1051 0.0023 0.0298
Br -1.218 -0.662 5.295 0.0936 -0.1863 0.1166
Br -1.980 -3.379 3.827 0.0050 0.0372 -0.0181
Br -3.342 -2.635 6.611 0.0690 0.0179 -0.0811
H -3.401 -1.454 4.442 0.0158 0.0096 -0.0185
C -1.156 -0.243 -6.135 0.0422 0.0872 -0.1095
Br 0.553 0.542 -5.712 -0.0488 -0.0214 -0.0551
Br -1.283 -0.730 -7.985 0.0181 -0.0264 0.1139
Br -1.550 -1.734 -4.972 -0.0231 -0.0253 -0.0412
H -1.909 0.509 -5.947 -0.0083 -0.0111 0.0110
C 8.413 -1.510 0.759 0.0815 0.0253 0.0670
Br 10.071 -1.953 -0.099 -0.0739 0.0384 0.0159
Br 8.579 0.021 1.910 -0.0184 -0.0332 -0.0406
Br 6.999 -1.259 -0.536 0.0800 -0.0835 -0.0767
H 8.130 -2.350 1.376 -0.0235 -0.0005 -0.0127
```
Positions in Å, forces in eV/Å.


[2]
Entry from the Open Molecules 2025 dataset: an isolated molecule of C3H2Cl2O (ωB97M-V/def2-TZVPD).

Properties
**Net charge**: 0
**Energy**: -30232.172 eV
**Spin multiplicity**: 1
**Gap between HOMO and LUMO**: 0.2517 Ha

Structure (XYZ):
```
8
Properties=species:S:1:pos:R:3:forces:R:3
C -1.238 0.896 -0.047 -0.0016 0.0800 0.2945
C -0.181 0.099 -0.055 0.1215 -0.1369 -0.0713
C -1.569 1.933 1.016 -1.1253 -0.6299 -2.0230
O -2.278 1.115 -0.773 0.4619 0.6735 1.2638
Cl -2.728 1.592 2.176 0.1264 -0.0247 0.2784
Cl -1.266 3.549 0.699 0.2113 0.1200 0.1966
H -0.026 -0.605 -0.849 -0.0197 -0.1674 -0.2325
H 0.533 0.143 0.740 0.2254 0.0853 0.2935
```
Positions in Å, forces in eV/Å.


[3]
Entry from the Open Molecules 2025 dataset: a cluster of 6 separate species, C21H42O9 in total (ωB97M-V/def2-TZVPD).

Properties
**Net charge**: 0
**Energy**: -40875.577 eV
**Spin multiplicity**: 1
**Gap between HOMO and LUMO**: 0.3782 Ha

Structure (XYZ):
```
72
Properties=species:S:1:pos:R:3:forces:R:3
O -47.524 50.019 -4.845 -1.3720 -0.5098 1.5110
C -48.340 50.094 -3.930 1.4634 0.9754 -1.4973
O -48.807 49.074 -3.195 -0.4205 0.8740 0.6102
C -48.472 47.737 -3.410 1.8098 -2.9808 -1.4465
C -49.214 46.780 -2.475 -0.0740 0.3612 2.0885
C -48.931 51.437 -3.491 2.3939 -1.3495 5.2214
H -47.392 47.430 -3.204 -0.9765 1.3172 -0.2113
H -48.577 47.440 -4.498 -0.3458 0.5811 1.0505
H -49.007 45.640 -2.738 -0.5216 2.7611 1.1073
H -50.206 47.062 -2.136 -1.5979 -0.5471 -2.2136
H -49.058 47.184 -1.391 1.9777 -1.5550 -1.1108
H -49.030 52.109 -4.235 -1.4336 1.6171 -2.9489
H -48.073 52.124 -2.928 -1.7799 -2.3233 -0.7990
H -49.749 51.232 -2.730 0.7632 0.8175 -1.3335
O -46.172 42.064 1.933 -1.4342 -2.3836 2.1397
C -46.867 41.407 2.757 0.4883 2.1235 -3.4517
O -47.802 40.497 2.380 2.5243 0.0489 0.4635
C -47.800 39.929 1.014 2.9389 -0.0835 -0.0320
C -48.874 40.798 0.424 -4.3063 -2.2897 0.4264
C -47.093 41.788 4.157 5.8643 2.1273 0.8347
H -48.033 38.887 1.364 -0.3175 0.8042 -1.5445
H -46.729 39.864 0.431 -2.4705 0.6100 1.8206
H -49.727 40.279 1.110 1.0534 2.1633 -1.4940
H -49.338 40.636 -0.575 1.1349 -0.3372 0.3056
H -48.875 41.890 0.565 0.6388 -0.6175 0.4333
H -46.932 41.060 4.871 -0.1019 -2.1870 1.1138
H -48.034 42.100 4.166 -4.1258 1.6043 0.5503
H -46.345 42.622 4.590 -1.8531 -1.4718 -1.6769
O -44.893 38.228 -1.041 2.1956 2.6324 0.3186
C -44.082 39.168 -1.186 -1.9410 -1.7092 -0.7201
O -43.403 39.780 -0.186 -0.6133 0.5247 -1.2441
C -43.709 39.414 1.109 -1.4328 0.9914 3.6646
C -43.035 40.314 2.175 2.9909 -0.7167 -0.7129
C -43.691 39.750 -2.562 -0.5396 -1.3288 1.5984
H -43.430 38.407 1.267 0.3659 -1.1873 0.1810
H -44.765 39.508 1.475 0.2771 -0.3114 -1.5339
H -43.491 41.301 2.427 0.2894 -1.0613 -0.2496
H -41.964 40.405 1.844 -0.7504 1.0283 -0.4194
H -42.649 39.708 3.027 -1.6258 0.3123 0.1526
H -42.530 39.520 -2.490 -2.3914 1.1005 -1.2597
H -44.078 40.817 -2.587 1.3512 -1.2249 -0.1201
H -44.360 39.127 -3.246 1.6381 0.7840 0.4264
C -44.638 44.483 -0.440 -3.5260 0.9121 -2.9462
C -45.945 44.552 -1.321 0.0109 4.3345 1.6525
O -46.461 45.667 -1.685 2.1380 -4.3060 1.1838
C -46.493 43.246 -1.598 4.2514 -0.4764 -0.5559
H -44.423 45.479 -0.419 1.9676 2.5604 -0.0214
H -44.079 43.777 -0.937 2.1266 -1.0627 -1.1923
H -44.769 44.152 0.507 -1.0304 -1.2506 2.9659
H -46.880 42.746 -0.775 0.3839 -1.5149 1.7116
H -45.832 42.801 -2.386 0.0276 -0.6315 1.4278
H -47.239 43.433 -2.153 -6.1961 1.2754 -4.1332
C -40.917 44.239 -2.332 -0.1812 -0.6778 5.5307
C -41.503 42.893 -2.127 -5.2651 -3.7769 -4.3344
O -42.230 42.278 -3.109 4.4332 3.7626 5.3901
C -41.307 42.255 -0.781 4.2384 2.0069 -4.3160
H -41.234 44.603 -3.132 -3.6077 2.5670 -7.4370
H -39.963 44.066 -2.679 3.0168 -0.0245 0.5084
H -41.169 45.170 -1.708 1.0534 -2.0224 0.3966
H -40.474 42.830 -0.438 0.8341 -0.1929 0.9751
H -41.177 41.248 -0.733 0.7652 -2.9161 -0.5205
H -42.036 42.398 -0.174 -5.1896 1.5353 3.8083
C -45.832 46.062 3.055 3.1925 -1.2682 -2.3482
C -47.216 45.571 3.079 -3.2099 -0.4019 3.4638
O -47.684 45.152 4.193 1.6874 0.8347 -3.7715
C -48.197 45.934 1.973 -0.4145 1.7830 1.1165
H -45.043 45.236 3.021 -1.3169 0.5051 0.5611
H -45.662 46.621 3.926 0.2585 0.7087 1.3019
H -45.423 46.641 2.184 -1.2692 -0.1563 0.4858
H -47.883 47.083 1.757 -1.4933 -2.1011 0.9337
H -49.327 45.694 2.421 3.1106 0.8794 -1.8235
H -47.880 45.601 0.985 -0.5299 -0.8690 -0.0118
```
Positions in Å, forces in eV/Å.


Q: Number 1 is which compound?
A: C11H16Br12FN2OS


Q: What is the formula in the first record?
A: C11H16Br12FN2OS


Q: Which of these has the highest energy?
A: C3H2Cl2O


Q: Among the records above, which one has the lowest gap between HOMO and LUMO?
A: C3H2Cl2O